[1]
Density functional theory data (wB97M-V/def2-TZVPD) for a 2-piece molecular cluster, C4H8NO2P overall in a non-equilibrium geometry.

As for the LUMO energy (spin up / spin down): -0.3 / -2.4 eV. For the total energy, the calculation gives -19146.84336 eV. For the energy above the lowest of the compared OMol25 structures with the same formula, charge and spin, the calculation gives 508.6 kJ/mol. The gap between HOMO and LUMO (spin up / spin down) is 9.091 / 5.202 eV. As for the net charge: 0.

```
16
Properties=species:S:1:pos:R:3:forces:R:3:mulliken_charge:R:1
C -0.4338 -0.4619 -0.7594 0.104 -0.033 0.039 -0.57
C 0.0295 -0.6033 0.6846 -0.148 0.043 0.040 -0.42
C 0.3929 0.6736 -1.3638 0.080 0.138 -0.144 -0.61
C 0.0401 0.8101 1.2552 0.142 0.151 0.053 -0.78
N 4.3035 -0.6254 -0.2448 -0.341 2.239 1.112 0.59
O 5.3009 -0.2030 0.2824 -1.018 -0.992 -0.833 -0.32
O 3.1945 -0.1125 -0.2872 1.398 -1.218 -0.251 -0.36
P 0.8127 1.8968 -0.0320 -0.071 -0.077 0.001 -0.05
H -0.2896 -1.3874 -1.3157 -0.096 -0.057 -0.062 0.28
H -1.4971 -0.2103 -0.7846 0.003 -0.016 -0.002 0.31
H -0.6142 -1.2651 1.2646 0.006 -0.082 0.011 0.34
H 1.0446 -1.0025 0.6978 -0.023 -0.091 0.060 0.19
H 1.3528 0.2939 -1.7232 -0.079 -0.017 -0.141 0.24
H -0.1041 1.1585 -2.2064 0.068 0.019 0.004 0.43
H -0.9838 1.1707 1.4080 0.002 -0.037 0.074 0.38
H 0.5664 0.8908 2.2060 -0.026 0.032 0.039 0.37
```
Positions in Å, forces in eV/Å.

[2]
Density functional theory data (wB97M-V/def2-TZVPD) for a 2-piece molecular cluster, C4H8NO2S overall in a non-equilibrium geometry.

As for the LUMO energy (spin up / spin down): 6.6 / 5.0 eV. The expectation value of S² is 0.782. For the total energy, the calculation gives -20693.97079 eV. For the energy above the lowest of the compared OMol25 structures with the same formula, charge and spin, the calculation gives 182.6 kJ/mol. Its multiplicity is 2. The gap between HOMO and LUMO (spin up / spin down) is 7.010 / 5.472 eV. As for the net charge: -2.

```
16
Properties=species:S:1:pos:R:3:forces:R:3:mulliken_charge:R:1
O 2.8782 1.0182 0.0751 0.026 -0.176 -0.122 -0.92
C 2.0964 0.2474 0.8606 0.011 0.343 -0.059 -0.41
C 0.6168 0.2993 0.4271 0.424 0.306 0.549 0.45
C -0.3993 0.2694 1.3220 -0.574 -1.114 -0.170 -0.60
S -4.1295 -0.5320 0.3876 -0.192 -0.012 0.043 -0.94
N 0.5095 0.4498 -0.9193 0.218 -0.288 0.236 -0.18
C -0.2853 -0.5990 -1.7574 -0.169 0.693 0.039 -0.03
O 0.5957 -1.5345 -2.0093 0.142 -0.158 0.030 -0.71
H 2.1448 0.4875 1.9433 -0.114 0.121 0.151 0.26
H 2.3224 -0.8464 0.8109 0.097 -0.150 -0.075 0.13
H -0.1392 0.0081 2.3482 0.034 0.370 -0.048 0.22
H -1.4651 0.1866 1.0711 0.351 0.304 -0.097 0.13
H -4.4357 0.7768 0.3749 0.002 0.007 0.002 -0.06
H 1.4982 0.6363 -1.2030 -0.246 -0.084 -0.353 0.33
H -0.6710 -0.0303 -2.6255 0.033 -0.017 -0.094 0.18
H -1.1370 -0.8373 -1.1064 -0.043 -0.146 -0.031 0.14
```
Positions in Å, forces in eV/Å.

[3]
Density functional theory data (wB97M-V/def2-TZVPD) for a 2-piece molecular cluster, C4H8NO2Si overall in a non-equilibrium geometry.

As for the LUMO energy (spin up / spin down): 3.8 / 1.9 eV. The expectation value of S² is 2.008. For the total energy, the calculation gives -17737.40560 eV. For the energy above the lowest of the compared OMol25 structures with the same formula, charge and spin, the calculation gives 0.0 kJ/mol. Its multiplicity is 3. The gap between HOMO and LUMO (spin up / spin down) is 5.303 / 5.317 eV. As for the net charge: -1.

```
16
Properties=species:S:1:pos:R:3:forces:R:3:mulliken_charge:R:1
C -2.8812 0.0551 -0.0087 0.511 1.058 -0.464 0.59
C 1.5113 0.3815 -0.2621 2.169 0.857 0.671 -0.52
C 1.1564 -1.0556 -0.4926 1.075 -1.816 -0.110 -0.40
C 0.2885 1.3035 -0.2208 -0.548 -0.500 -0.291 -0.70
N -0.1365 -1.2733 0.0827 0.842 0.287 -0.593 -0.02
O -3.5107 1.0889 0.1953 -0.437 0.577 0.286 -0.64
O -3.1165 -0.9856 -0.5918 -0.571 -1.493 -0.461 -0.58
Si -0.9942 0.0987 0.6303 -0.689 0.369 0.527 -0.47
H 1.9508 0.4641 0.7425 -0.274 -0.263 0.201 0.22
H 2.4329 0.6937 -0.8393 -1.191 -0.111 -0.208 0.33
H 1.1788 -1.2523 -1.5980 0.029 -0.205 0.604 0.20
H 1.8640 -1.8290 0.0581 -0.656 1.635 -1.381 0.26
H 0.5265 2.0202 0.6215 -0.613 0.292 -1.720 0.28
H -0.1215 1.5977 -1.2713 0.873 0.240 2.064 0.30
H -0.2571 -2.2290 0.2526 -0.905 -1.151 0.431 0.20
H 0.1086 0.9213 2.7015 0.385 0.222 0.443 -0.03
```
Positions in Å, forces in eV/Å.

[4]
Density functional theory data (wB97M-V/def2-TZVPD) for a 2-piece molecular cluster, C4H8NO3 overall in a non-equilibrium geometry.

As for the LUMO energy: 3.8 eV. For the total energy, the calculation gives -11910.99811 eV. For the energy above the lowest of the compared OMol25 structures with the same formula, charge and spin, the calculation gives 221.5 kJ/mol. The gap between HOMO and LUMO is 8.465 eV. As for the net charge: -1.

```
16
Properties=species:S:1:pos:R:3:forces:R:3:mulliken_charge:R:1
C -1.4922 -0.2461 -1.5156 -1.636 4.390 1.325 -0.71
C -0.4475 -0.7386 -2.3913 -1.658 -3.076 -3.140 0.56
O -0.6794 -0.8675 -3.6473 1.640 0.814 4.313 -0.59
N 0.4843 -1.4914 -1.6855 1.563 -2.113 0.610 -0.72
H -1.2598 0.1963 -0.4629 0.145 -1.408 -1.814 0.23
H -2.3759 -0.8745 -1.5583 0.188 -0.584 0.225 0.28
H 0.8113 -1.1240 -0.7728 -0.313 0.784 -0.302 0.42
H 0.0118 -2.3676 -1.3229 0.594 1.077 -1.184 0.28
H -1.8479 0.6373 -2.0616 -0.405 0.246 0.181 0.25
C 1.0143 1.1787 2.8118 0.501 4.187 -3.029 -1.18
C 0.9589 0.6344 1.3745 -1.133 -1.657 1.749 0.74
O 0.3014 1.3811 0.6511 -0.084 0.626 -1.883 -0.71
O 1.3202 -0.5710 1.1839 0.250 0.968 -0.424 -0.81
H 0.1245 1.7816 2.9902 -0.192 -0.435 0.178 0.26
H 1.8218 1.9367 2.8971 -0.140 -0.167 -0.351 0.23
H 1.2544 0.5346 3.5096 0.680 -3.653 3.546 0.45
```
Positions in Å, forces in eV/Å.

Which of these has the lowest net charge? C4H8NO2S

Which value of total energy does entry 1 give? -19146.84336 eV

Repeat the third record exactly.
Density functional theory data (wB97M-V/def2-TZVPD) for a 2-piece molecular cluster, C4H8NO2Si overall in a non-equilibrium geometry.

As for the LUMO energy (spin up / spin down): 3.8 / 1.9 eV. The expectation value of S² is 2.008. For the total energy, the calculation gives -17737.40560 eV. For the energy above the lowest of the compared OMol25 structures with the same formula, charge and spin, the calculation gives 0.0 kJ/mol. Its multiplicity is 3. The gap between HOMO and LUMO (spin up / spin down) is 5.303 / 5.317 eV. As for the net charge: -1.

```
16
Properties=species:S:1:pos:R:3:forces:R:3:mulliken_charge:R:1
C -2.8812 0.0551 -0.0087 0.511 1.058 -0.464 0.59
C 1.5113 0.3815 -0.2621 2.169 0.857 0.671 -0.52
C 1.1564 -1.0556 -0.4926 1.075 -1.816 -0.110 -0.40
C 0.2885 1.3035 -0.2208 -0.548 -0.500 -0.291 -0.70
N -0.1365 -1.2733 0.0827 0.842 0.287 -0.593 -0.02
O -3.5107 1.0889 0.1953 -0.437 0.577 0.286 -0.64
O -3.1165 -0.9856 -0.5918 -0.571 -1.493 -0.461 -0.58
Si -0.9942 0.0987 0.6303 -0.689 0.369 0.527 -0.47
H 1.9508 0.4641 0.7425 -0.274 -0.263 0.201 0.22
H 2.4329 0.6937 -0.8393 -1.191 -0.111 -0.208 0.33
H 1.1788 -1.2523 -1.5980 0.029 -0.205 0.604 0.20
H 1.8640 -1.8290 0.0581 -0.656 1.635 -1.381 0.26
H 0.5265 2.0202 0.6215 -0.613 0.292 -1.720 0.28
H -0.1215 1.5977 -1.2713 0.873 0.240 2.064 0.30
H -0.2571 -2.2290 0.2526 -0.905 -1.151 0.431 0.20
H 0.1086 0.9213 2.7015 0.385 0.222 0.443 -0.03
```
Positions in Å, forces in eV/Å.

Please write out number 3 again, unchanged.
Density functional theory data (wB97M-V/def2-TZVPD) for a 2-piece molecular cluster, C4H8NO2Si overall in a non-equilibrium geometry.

As for the LUMO energy (spin up / spin down): 3.8 / 1.9 eV. The expectation value of S² is 2.008. For the total energy, the calculation gives -17737.40560 eV. For the energy above the lowest of the compared OMol25 structures with the same formula, charge and spin, the calculation gives 0.0 kJ/mol. Its multiplicity is 3. The gap between HOMO and LUMO (spin up / spin down) is 5.303 / 5.317 eV. As for the net charge: -1.

```
16
Properties=species:S:1:pos:R:3:forces:R:3:mulliken_charge:R:1
C -2.8812 0.0551 -0.0087 0.511 1.058 -0.464 0.59
C 1.5113 0.3815 -0.2621 2.169 0.857 0.671 -0.52
C 1.1564 -1.0556 -0.4926 1.075 -1.816 -0.110 -0.40
C 0.2885 1.3035 -0.2208 -0.548 -0.500 -0.291 -0.70
N -0.1365 -1.2733 0.0827 0.842 0.287 -0.593 -0.02
O -3.5107 1.0889 0.1953 -0.437 0.577 0.286 -0.64
O -3.1165 -0.9856 -0.5918 -0.571 -1.493 -0.461 -0.58
Si -0.9942 0.0987 0.6303 -0.689 0.369 0.527 -0.47
H 1.9508 0.4641 0.7425 -0.274 -0.263 0.201 0.22
H 2.4329 0.6937 -0.8393 -1.191 -0.111 -0.208 0.33
H 1.1788 -1.2523 -1.5980 0.029 -0.205 0.604 0.20
H 1.8640 -1.8290 0.0581 -0.656 1.635 -1.381 0.26
H 0.5265 2.0202 0.6215 -0.613 0.292 -1.720 0.28
H -0.1215 1.5977 -1.2713 0.873 0.240 2.064 0.30
H -0.2571 -2.2290 0.2526 -0.905 -1.151 0.431 0.20
H 0.1086 0.9213 2.7015 0.385 0.222 0.443 -0.03
```
Positions in Å, forces in eV/Å.